(A)
Formula: C17H14N6O2S
Source: the Open Molecules 2025 dataset
Level of theory: ωB97M-V with the def2-TZVPD basis set

Summary:
- molecular weight (u) = 366.41
- HOMO (eV) = -7.955
- E_LUMO (eV) = 0.2

```
! RIJCOSX wB97M-V def2-TZVPD def2/J DEFGRID3
* xyz 0 1
C -5.26 -2.20 0.83
C -4.04 -1.21 0.77
C -4.24 0.19 0.29
C -3.31 0.98 0.27
C -2.08 0.45 0.59
C -1.95 -0.74 1.29
C -3.03 -1.68 1.41
H -2.79 -2.54 1.48
H -0.97 -0.91 1.50
N -0.99 1.48 0.69
C -0.63 2.51 -0.29
N 0.41 3.02 0.02
N 0.73 2.33 1.25
N -0.15 1.77 1.76
C -1.11 2.41 -1.81
H -0.41 2.85 -2.18
H -1.98 2.87 -1.66
S -1.63 0.75 -2.33
C -0.18 -0.06 -1.92
N -0.29 -1.41 -1.62
N 0.90 -1.78 -1.35
C 1.50 -0.58 -0.93
C 2.94 -0.39 -0.52
C 3.67 -1.59 -0.14
C 5.01 -1.32 -0.07
C 5.61 -0.19 0.40
C 4.75 0.72 0.16
C 3.50 0.93 -0.36
H 2.78 1.60 -0.40
H 5.19 1.85 0.43
O 6.80 0.08 0.82
H 7.19 -0.90 0.88
H 5.65 -2.32 0.38
H 3.29 -2.74 -0.53
O 0.84 0.34 -1.47
H -3.49 2.22 -0.02
H -5.34 0.40 -0.21
H -6.28 -1.69 0.94
H -5.21 -2.81 -0.10
H -5.41 -2.69 1.74
*
```

Atom charges from the natural (NBO) analysis, given in e for atoms 1 to 6: C -0.650; C 0.057; C -0.221; C -0.198; C 0.098; C -0.150

***

(B)
Formula: C17H14N6O2S
Source: the Open Molecules 2025 dataset
Level of theory: ωB97M-V with the def2-TZVPD basis set

Summary:
- molecular weight (u) = 366.41
- HOMO (eV) = -8.703
- E_LUMO (eV) = -0.8
- SMILES = Cn1c(SCC(=O)Nc2ccccc2)nnc1-c1ccc2nonc2c1

```
! RIJCOSX wB97M-V def2-TZVPD def2/J DEFGRID3
* xyz 0 1
C -0.65 -1.83 -1.70
N -0.93 -1.52 -0.33
C -2.16 -1.51 0.26
S -3.66 -1.70 -0.63
C -4.53 -0.26 0.08
C -3.58 0.92 0.29
O -3.63 1.60 1.29
N -2.71 1.11 -0.75
C -1.44 1.70 -0.70
C -0.92 2.28 0.45
C 0.38 2.74 0.46
C 1.17 2.64 -0.68
C 0.65 2.08 -1.83
C -0.65 1.61 -1.85
N -2.08 -1.19 1.52
N -0.81 -0.94 1.79
C -0.10 -1.13 0.70
C 1.32 -0.84 0.63
C 1.80 0.04 1.65
C 3.09 0.47 1.71
C 3.97 0.01 0.70
N 5.24 0.23 0.46
O 5.55 -0.49 -0.62
N 4.52 -1.18 -1.10
C 3.50 -0.91 -0.31
C 2.16 -1.34 -0.33
H -0.23 -2.83 -1.79
H -1.59 -1.80 -2.25
H 0.05 -1.10 -2.11
H -5.33 -0.01 -0.62
H -4.95 -0.54 1.05
H -2.90 0.58 -1.59
H -1.53 2.34 1.33
H 0.78 3.18 1.36
H 2.19 2.99 -0.66
H 1.26 2.01 -2.72
H -1.06 1.18 -2.75
H 1.08 0.36 2.38
H 3.45 1.13 2.47
H 1.86 -2.06 -1.08
*
```

Atom charges from the natural (NBO) analysis, given in e for atoms 1 to 6: C -0.420; N -0.356; C 0.159; S 0.243; C -0.608; C 0.686

***

(B) is favored, and the nearest alternative lies 0.5263 hartree above it.

***

(A)
Formula: C3H9N2OP
Source: the Open Molecules 2025 dataset
Level of theory: ωB97M-V with the def2-TZVPD basis set

Summary:
- molecular weight (u) = 120.09
- HOMO (eV) = -8.313
- E_LUMO (eV) = 0.7
- SMILES = C=P(C)(C)NN=O

```
! RIJCOSX wB97M-V def2-TZVPD def2/J DEFGRID3
* xyz 0 1
C 0.76 0.56 1.68
P -0.10 0.11 0.32
C -0.39 1.42 -0.95
C 0.48 -1.43 -0.47
N -1.85 -0.51 0.21
N -2.86 0.23 -0.16
O -3.97 -0.13 0.24
H 1.48 -0.19 2.11
H 0.60 1.60 2.19
H -1.02 2.09 -0.32
H 0.61 1.86 -1.10
H -0.82 0.81 -1.70
H -0.34 -2.04 -0.88
H 1.09 -1.17 -1.25
H 0.90 -1.97 0.26
H -2.17 -1.32 0.77
*
```

Atom charges from the natural (NBO) analysis, given in e for atoms 1 to 6: C -1.178; P 1.585; C -0.939; C -0.923; N -0.710; N 0.206

***

(B)
Formula: C3H9N2OP
Source: the Open Molecules 2025 dataset
Level of theory: ωB97M-V with the def2-TZVPD basis set

Summary:
- molecular weight (u) = 120.09
- HOMO (eV) = -8.860
- E_LUMO (eV) = 1.1
- SMILES = [H]/N=N\OCP(C)C

```
! RIJCOSX wB97M-V def2-TZVPD def2/J DEFGRID3
* xyz 0 1
H 4.45 1.07 0.03
N 4.44 -0.03 -0.09
N 3.45 -0.65 -0.06
O 2.18 -0.03 0.26
C 1.11 -0.88 -0.15
P -0.23 -0.36 1.04
C -0.22 1.42 0.33
C -1.78 -0.94 0.20
H 1.24 -1.92 0.24
H 0.94 -0.80 -1.21
H 0.75 1.86 0.35
H -0.38 1.23 -0.67
H -1.05 1.98 0.71
H -2.60 -0.45 0.69
H -1.73 -0.45 -0.83
H -1.85 -1.96 0.03
*
```

Atom charges from the natural (NBO) analysis, given in e for atoms 1 to 6: H 0.317; N -0.317; N 0.155; O -0.463; C -0.373; P 0.761

***

(C)
Formula: C3H9N2OP
Source: the Open Molecules 2025 dataset
Level of theory: ωB97M-V with the def2-TZVPD basis set

Summary:
- molecular weight (u) = 120.09
- HOMO (spin up / spin down) (eV) = -7.420 / -8.636
- E_LUMO (spin up / spin down) (eV) = -0.6 / -0.2

```
! RIJCOSX wB97M-V def2-TZVPD def2/J DEFGRID3
* xyz 0 1
C 0.67 -0.27 1.62
C -0.53 -1.23 1.70
C 0.58 0.46 0.28
N -1.69 -0.63 1.10
N 0.39 0.43 -2.98
O -0.70 0.94 -2.38
P -1.19 0.28 -0.18
H 0.60 0.45 2.43
H 1.62 -0.80 1.72
H -0.29 -2.19 1.22
H -0.79 -1.46 2.74
H 0.88 1.50 0.31
H 1.15 -0.04 -0.51
H 1.14 1.11 -3.02
H 0.15 0.05 -3.89
H -1.97 1.42 -0.15
*
```

Atom charges from the natural (NBO) analysis, given in e for atoms 1 to 6: C -0.422; C -0.269; C -0.740; N -0.755; N -0.460; O -0.459

***

(D)
Formula: C3H9N2OP
Source: the Open Molecules 2025 dataset
Level of theory: ωB97M-V with the def2-TZVPD basis set

Summary:
- molecular weight (u) = 120.09
- HOMO (eV) = -8.397
- E_LUMO (eV) = 0.4

```
! RIJCOSX wB97M-V def2-TZVPD def2/J DEFGRID3
* xyz 0 1
C -1.96 -0.90 -0.62
C 2.34 0.88 0.75
C -1.62 -0.68 -1.89
N 0.05 1.16 0.53
N 1.10 0.48 0.73
O -0.64 0.18 -2.31
P 0.52 -1.10 1.26
H -2.89 -1.54 -0.55
H -1.90 -0.02 0.08
H 3.06 0.15 1.03
H 2.58 1.75 0.34
H -1.92 -1.32 -2.74
H 0.28 2.12 0.52
H -0.12 0.58 -1.52
H -0.42 -0.46 2.13
H 1.53 -1.29 2.28
*
```

Atom charges from the natural (NBO) analysis, given in e for atoms 1 to 6: C -0.616; C -0.269; C 0.186; N -0.653; N -0.255; O -0.711

***

(B) is favored, and the nearest alternative lies 0.0162 hartree above it.

***

(A)
Formula: C3H2OS
Source: the Open Molecules 2025 dataset
Level of theory: ωB97M-V with the def2-TZVPD basis set

Summary:
- molecular weight (u) = 86.11
- HOMO (eV) = -9.082
- E_LUMO (eV) = 0.0

```
! RIJCOSX wB97M-V def2-TZVPD def2/J DEFGRID3
* xyz 0 1
C -1.88 -0.52 -0.47
C 0.65 0.38 0.00
C -0.88 -1.11 -0.25
O 0.45 -0.93 -0.11
S 2.35 0.62 0.26
H -2.89 -0.29 -0.41
H 2.20 1.86 0.97
*
```

Atom charges from the natural (NBO) analysis, given in e for atoms 1 to 6: C -0.210; C 0.060; C 0.245; O -0.510; S 0.022; H 0.225

***

(B)
Formula: C3H2OS
Source: the Open Molecules 2025 dataset
Level of theory: ωB97M-V with the def2-TZVPD basis set

Summary:
- molecular weight (u) = 86.11
- HOMO (spin up / spin down) (eV) = -8.834 / -9.336
- E_LUMO (spin up / spin down) (eV) = -1.8 / -1.7

```
! RIJCOSX wB97M-V def2-TZVPD def2/J DEFGRID3
* xyz 0 1
C -0.59 0.08 -0.02
C 0.74 -0.14 -0.47
C 1.99 -0.25 -0.24
O 4.34 0.85 0.12
S 3.61 -0.50 0.01
H -1.24 0.82 -0.55
H -0.23 0.00 1.04
*
```

Atom charges from the natural (NBO) analysis, given in e for atoms 1 to 6: C -0.391; C 0.031; C -0.368; O -0.760; S 1.000; H 0.236

***

(B) is favored, and the nearest alternative lies 0.0206 hartree above it.